Formula: C16H18N4O6S
Source: the Open Molecules 2025 dataset
Level of theory: ωB97M-V/def2-TZVPD

```
45
Properties=species:S:1:pos:R:3:nbo_charge:R:1
C 3.679 0.977 2.407 -0.652
C 4.177 1.098 0.964 -0.211
N 3.353 0.474 -0.073 -0.481
C 2.526 1.248 -0.824 0.715
O 2.291 1.088 -2.002 -0.610
C 1.779 2.376 -0.086 -0.313
N 0.377 2.005 -0.138 -0.419
C -0.351 2.248 -1.261 0.325
N -1.555 1.877 -1.467 -0.479
C -2.162 1.118 -0.505 0.244
C -3.470 0.670 -0.712 -0.187
C -4.074 -0.106 0.255 0.034
N -5.428 -0.569 0.044 0.527
O -5.986 -0.233 -0.976 -0.368
O -5.925 -1.262 0.906 -0.374
C -3.417 -0.460 1.438 -0.205
C -2.132 -0.023 1.646 -0.142
C -1.499 0.771 0.687 -0.174
C -0.119 1.200 0.881 0.709
O 0.563 0.935 1.856 -0.654
C 3.764 -0.872 -0.483 -0.036
C 3.647 -1.833 0.720 -0.417
C 2.179 -1.913 1.085 -0.671
S 1.360 -1.870 -0.549 2.166
O 0.427 -0.775 -0.604 -0.969
O 0.852 -3.169 -0.889 -0.937
C 2.858 -1.502 -1.524 -0.680
H 3.981 0.043 2.871 0.203
H 2.597 1.041 2.458 0.259
H 4.102 1.787 2.996 0.218
H 4.275 2.157 0.710 0.204
H 5.178 0.663 0.882 0.206
H 2.057 2.480 0.960 0.244
H 1.919 3.316 -0.624 0.230
H 0.144 2.822 -2.032 0.201
H -3.988 0.925 -1.623 0.259
H -3.934 -1.073 2.161 0.251
H -1.589 -0.278 2.543 0.237
H 4.804 -0.837 -0.842 0.212
H 4.261 -1.511 1.557 0.226
H 4.004 -2.814 0.402 0.224
H 1.827 -1.050 1.643 0.271
H 1.902 -2.834 1.583 0.256
H 3.259 -2.451 -1.866 0.251
H 2.602 -0.860 -2.358 0.304
```

Calculated values
- molar mass (g/mol) = 394.41
- E_LUMO (Eh) = -0.023
- SMILES = CCN(C(=O)Cn1cnc2cc([N+](=O)[O-])ccc2c1=O)[C@H]1CCS(=O)(=O)C1
- frontier orbital gap (eV) = 8.3220

Formula: C16H18N6O4S
Source: the Open Molecules 2025 dataset
Level of theory: ωB97M-V/def2-TZVPD

```
45
Properties=species:S:1:pos:R:3:nbo_charge:R:1
C -3.904 -5.615 -2.529 -0.251
O -4.322 -4.272 -2.537 -0.508
C -3.423 -3.296 -2.195 0.226
C -2.115 -3.573 -1.805 -0.284
C -1.238 -2.573 -1.442 -0.169
C -1.654 -1.244 -1.458 -0.115
C -0.707 -0.223 -1.074 0.319
N 0.573 -0.435 -0.895 -0.262
N 1.163 0.709 -0.536 -0.358
C 0.236 1.632 -0.477 0.157
S 0.454 3.314 -0.086 0.267
C 2.269 3.414 -0.187 -0.604
C 2.937 3.037 1.131 0.671
O 3.408 3.876 1.865 -0.602
N 2.940 1.702 1.359 -0.636
C 3.468 1.096 2.478 0.305
C 4.176 1.679 3.564 -0.377
C 4.458 0.613 4.368 0.334
C 5.174 0.503 5.661 -0.659
O 3.962 -0.507 3.812 -0.276
N 3.349 -0.201 2.642 -0.171
N -0.976 1.105 -0.814 -0.205
N -2.185 1.780 -0.900 -0.626
C -2.952 -0.953 -1.863 -0.247
C -3.844 -1.952 -2.235 0.328
O -5.073 -1.482 -2.589 -0.513
C -6.030 -2.311 -3.210 -0.240
H -3.602 -5.938 -1.528 0.179
H -4.775 -6.189 -2.843 0.201
H -3.084 -5.787 -3.233 0.179
H -1.771 -4.594 -1.776 0.223
H -0.230 -2.804 -1.141 0.240
H 2.488 4.457 -0.412 0.259
H 2.582 2.762 -1.001 0.258
H 2.477 1.076 0.685 0.455
H 4.416 2.711 3.697 0.260
H 4.515 0.084 6.420 0.233
H 5.512 1.485 5.978 0.232
H 6.031 -0.160 5.558 0.233
H -1.999 2.773 -1.029 0.379
H -2.731 1.652 -0.048 0.372
H -3.304 0.064 -1.915 0.242
H -6.844 -1.642 -3.488 0.188
H -6.405 -3.079 -2.532 0.184
H -5.629 -2.787 -4.108 0.179
```

Calculated values
- molar mass (g/mol) = 390.42
- E_LUMO (Eh) = 0.013
- SMILES = COc1ccc(-c2nnc(SCC(=O)Nc3cc(C)on3)n2N)cc1OC
- frontier orbital gap (eV) = 8.3135

Formula: C16H19AlBrCl4CsFNNaO8S
Source: the Open Molecules 2025 dataset
Level of theory: ωB97M-V/def2-TZVPD

```
54
Properties=species:S:1:pos:R:3:mulliken_charge:R:1
C -0.698 1.876 2.635 0.552
C -0.462 2.002 1.460 -1.617
C -0.165 2.454 0.032 0.886
Br 1.162 3.947 0.177 -0.023
C 0.569 1.336 -0.780 -1.917
C -0.341 0.181 -1.343 1.243
C 0.396 -0.299 -2.672 -0.712
C -0.468 -1.264 -3.517 0.024
O -1.037 -0.862 -4.457 -0.280
F -0.534 -2.649 -3.177 -0.114
C -0.278 -1.037 -0.353 0.266
C -1.605 -1.549 0.234 0.341
O -2.651 -1.672 -0.300 -0.437
O -1.493 -2.008 1.605 -0.371
C -2.068 -1.143 2.514 0.438
C -1.466 -1.266 3.949 -1.116
O -2.945 -0.366 2.316 -0.459
O -1.664 0.582 -1.754 -0.451
S -1.748 2.155 -2.193 1.317
O -0.840 2.523 -3.259 -0.612
O -3.121 2.435 -2.596 -0.756
C -1.445 3.079 -0.652 -0.698
H -1.125 1.611 3.600 0.515
H 1.035 1.833 -1.667 0.659
H 1.424 0.947 -0.180 0.680
H 0.747 0.544 -3.298 0.605
H 1.315 -0.853 -2.347 0.351
H 0.388 -0.792 0.502 -1.044
H 0.208 -1.903 -0.862 0.791
H -2.045 -0.578 4.653 0.565
H -0.345 -0.985 3.954 0.053
H -1.586 -2.332 4.362 0.443
H -1.249 4.145 -0.907 0.532
H -2.324 3.067 0.026 0.370
N 2.795 -1.564 2.125 -0.637
C 2.522 -0.235 2.317 -0.994
C 3.713 0.419 2.484 -0.864
C 4.750 -0.550 2.387 -0.550
C 4.157 -1.761 2.162 -0.714
H 2.100 -2.285 1.976 0.874
H 1.506 0.128 2.317 0.759
H 3.831 1.476 2.657 0.514
H 5.811 -0.375 2.470 0.485
H 4.581 -2.747 2.026 0.908
O -1.278 -0.115 -7.677 -0.623
H -1.714 -0.213 -6.823 0.324
H -1.387 -0.975 -8.096 0.314
Na -0.460 -1.724 5.988 0.893
Cl 2.868 -1.307 -0.397 -0.412
Cs 2.783 -3.517 3.806 1.033
Cl -3.288 4.484 -3.486 -0.303
Al -2.151 4.688 -5.616 0.535
Cl -3.299 -2.399 6.520 -0.681
Cl -1.383 -4.587 -2.842 0.113
```

Calculated values
- total charge = +1
- molar mass (g/mol) = 808.98
- E_LUMO (Eh) = -0.321
- frontier orbital gap (eV) = 1.6466

Formula: C16H19BBrNO3P
Source: the Open Molecules 2025 dataset
Level of theory: ωB97M-V/def2-TZVPD

```
42
Properties=species:S:1:pos:R:3:nbo_charge:R:1
C -2.094 -2.218 2.235 -0.295
C -2.063 -0.934 1.893 -0.298
C -1.039 -0.374 1.005 0.302
N 0.195 -0.833 1.210 -0.425
C 1.324 -0.452 0.543 -0.068
B 2.687 -1.197 0.923 0.970
O 3.324 -0.771 2.032 -0.836
C 3.230 -2.366 0.022 -0.795
C 4.759 -2.496 0.050 -0.602
C 1.203 0.499 -0.413 -0.012
C 2.425 0.986 -1.136 -0.556
C 2.952 2.319 -0.625 0.513
O 3.298 3.198 -1.351 -0.470
Br 3.018 2.554 1.288 0.012
C -0.084 1.038 -0.721 0.108
C -0.211 2.048 -1.692 -0.240
C -1.432 2.584 -1.958 -0.108
C -2.583 2.110 -1.303 -0.195
C -2.542 1.125 -0.348 -0.297
P -4.137 0.654 0.459 1.110
C -5.393 1.457 -0.572 -0.979
O -4.384 -0.905 -0.047 -0.973
C -1.243 0.589 -0.011 -0.118
H -2.892 -2.606 2.852 0.237
H -1.353 -2.941 1.914 0.193
H -2.822 -0.273 2.289 0.268
H 0.305 -1.520 1.943 0.432
H 3.988 -1.394 2.351 0.510
H 2.787 -3.319 0.332 0.255
H 2.891 -2.197 -1.004 0.233
H 5.118 -2.867 1.011 0.203
H 5.251 -1.544 -0.146 0.210
H 5.101 -3.208 -0.698 0.233
H 3.220 0.239 -1.100 0.262
H 2.208 1.171 -2.185 0.262
H 0.648 2.433 -2.219 0.236
H -1.528 3.374 -2.690 0.238
H -3.523 2.558 -1.579 0.234
H -6.319 0.900 -0.436 0.272
H -5.155 1.474 -1.634 0.232
H -5.561 2.466 -0.199 0.248
H -3.571 -1.360 -0.286 0.493
```

Calculated values
- total charge = +1
- molar mass (g/mol) = 395.02
- E_LUMO (Eh) = -0.164
- frontier orbital gap (eV) = 6.9654

Formula: C16H19BrMnN3
Source: the Open Molecules 2025 dataset
Level of theory: ωB97M-V/def2-TZVPD

```
40
Properties=species:S:1:pos:R:3:nbo_charge:R:1
Mn -0.432 0.036 0.551 1.404
C -1.546 -1.684 -1.533 -0.437
N -0.822 -1.988 -0.278 -0.499
C -1.653 -2.835 0.595 -0.426
C 0.464 -2.656 -0.597 -0.248
C 1.496 -1.606 -0.894 -0.101
C 2.635 -1.835 -1.651 -0.175
C 3.582 -0.830 -1.805 -0.151
C 3.401 0.405 -1.194 -0.185
C 2.261 0.648 -0.444 -0.285
C 1.300 -0.348 -0.322 -0.115
H -1.883 -2.605 -2.018 0.230
H -0.888 -1.154 -2.221 0.228
H -2.430 -1.079 -1.329 0.211
H -1.859 -3.797 0.118 0.228
H -2.608 -2.350 0.797 0.214
H -1.135 -3.018 1.536 0.218
H 0.334 -3.359 -1.424 0.230
H 0.782 -3.228 0.276 0.235
H 2.782 -2.805 -2.109 0.243
H 4.474 -1.012 -2.388 0.249
H 4.151 1.178 -1.298 0.246
H 2.143 1.601 0.063 0.226
Br -2.766 0.894 1.175 0.182
C -2.084 2.226 -0.034 0.162
C -2.796 3.346 -0.378 -0.243
C -2.177 4.223 -1.263 -0.080
C -0.911 3.927 -1.747 -0.216
C -0.288 2.762 -1.336 0.086
N -0.867 1.915 -0.477 -0.600
H -3.786 3.532 0.015 0.271
H -2.688 5.126 -1.569 0.264
H -0.411 4.587 -2.441 0.266
H 0.691 2.480 -1.700 0.240
C 0.648 -0.118 5.032 -0.758
C 0.468 -0.122 3.610 0.576
N 0.330 -0.114 2.471 -0.587
H -0.253 0.255 5.521 0.296
H 1.487 0.527 5.300 0.302
H 0.856 -1.126 5.393 0.301
```

Calculated values
- total charge = +2
- molar mass (g/mol) = 388.19
- E_LUMO (spin up / spin down) (Eh) = -0.282 / -0.246
- frontier orbital gap (spin up / spin down) (eV) = 7.5106 / 8.6078
- 2S+1 = 5

Formula: C16H19BrNO3S
Source: the Open Molecules 2025 dataset
Level of theory: ωB97M-V/def2-TZVPD

```
41
Properties=species:S:1:pos:R:3:nbo_charge:R:1
O 3.423 -1.065 2.492 -0.478
C 2.609 -0.502 1.787 0.589
C 1.108 -0.729 2.106 -0.536
C 0.130 0.069 1.224 -0.397
S 0.143 -0.349 -0.562 0.445
C -1.018 -1.639 -0.353 0.288
C -1.114 -2.732 -1.356 -0.560
C -1.761 -2.150 -2.651 0.242
C -3.273 -1.603 -2.454 -0.351
O -1.914 -0.812 -2.633 -0.476
N -1.681 -1.495 0.745 -0.551
C -1.336 -0.293 1.528 0.161
Br -1.759 -0.810 3.400 0.085
C -2.462 0.762 1.197 -0.470
C -1.993 2.063 0.522 -0.070
O -3.169 2.865 0.385 -0.709
C 3.003 0.422 0.651 -0.161
C 3.498 -0.148 -0.498 -0.190
C 3.818 0.686 -1.544 -0.194
C 3.624 2.039 -1.408 -0.202
C 3.147 2.601 -0.254 -0.182
C 2.818 1.776 0.805 -0.223
H 0.888 -1.795 1.979 0.239
H 0.980 -0.500 3.165 0.276
H 0.273 1.114 1.488 0.283
H -1.757 -3.558 -1.054 0.269
H -0.119 -3.044 -1.678 0.287
H -1.547 -2.663 -3.580 0.236
H -3.292 -2.176 -1.465 0.136
H -3.695 -0.710 -1.973 0.308
H -2.366 -2.200 1.002 0.455
H -3.185 0.305 0.517 0.221
H -3.030 1.026 2.087 0.260
H -1.655 1.829 -0.492 0.176
H -1.243 2.616 1.094 0.177
H -3.182 3.181 -0.523 0.482
H 3.630 -1.219 -0.600 0.229
H 4.202 0.322 -2.489 0.230
H 3.853 2.709 -2.230 0.228
H 2.978 3.664 -0.128 0.229
H 2.424 2.141 1.748 0.218
```

Calculated values
- total charge = +1
- molar mass (g/mol) = 385.30
- E_LUMO (Eh) = -0.164
- frontier orbital gap (eV) = 8.0086